Run P
11
Properties=species:S:1:pos:R:3 method="wB97M-V/def2-TZVPD" spin_multiplicity=1 homo_energy_ev=-8.9 orbital_gap_ev=9.38 lumo_ev=0.5
N 0.26889 1.60639 -0.64456
N -0.93097 1.53538 0.29044
N -1.56520 -1.72688 0.69752
N -1.26725 0.53834 0.82334
C -0.78457 -0.74970 0.44412
C 1.05630 0.49637 -0.56252
C 0.62109 -0.57454 0.14143
H -1.04991 -2.72158 0.71487
H 1.93025 0.35147 -1.08356
H 1.57963 -1.26568 0.28677
H 0.14174 2.51043 -1.10785

---

Run Q
11
Properties=species:S:1:pos:R:3 method="wB97M-V/def2-TZVPD" spin_multiplicity=1 homo_energy_ev=-8.3 orbital_gap_ev=8.14 lumo_ev=-0.1
N 2.50896 1.94289 -1.22536
N -1.14302 -2.03888 -0.73726
N -0.00527 0.82819 0.92896
N 1.77193 1.79230 -0.38008
C -0.55034 -0.23372 0.47260
C -0.28572 -1.03364 -0.74535
C 0.95272 1.72683 0.65847
H -1.36005 -0.59107 1.13474
H -1.84137 -2.19374 0.00099
H 1.10653 2.53414 1.36591
H -1.15437 -2.73329 -1.47362

---

Stability, descending: run P, run Q

---

Run P
11
Properties=species:S:1:pos:R:3 method="wB97M-V/def2-TZVPD" spin_multiplicity=1 homo_energy_ev=-9.2 orbital_gap_ev=10.30 lumo_ev=1.1
N 3.59309 -0.27901 -1.47284
N -2.52042 0.02541 1.12279
N -0.35750 -0.06377 0.11548
C -1.50489 0.43492 0.24699
H -0.33856 -1.05614 0.34568
H 3.78095 0.69684 -1.27799
H 4.51026 -0.71115 -1.48170
H -1.95315 1.19156 -0.39818
H 3.07922 -0.66384 -0.69112
H -2.96074 0.82472 1.55979
H -2.19562 -0.62836 1.82845

---

Run Q
11
Properties=species:S:1:pos:R:3 method="wB97M-V/def2-TZVPD" spin_multiplicity=1 homo_energy_ev=-9.8 smiles="[H]/N=C/N.N" orbital_gap_ev=10.70 lumo_ev=0.9
N -0.99593 -0.49248 -0.85541
N -0.19467 1.38838 0.27251
N 1.97900 -1.42939 0.60380
C -1.18442 0.64216 -0.32657
H -0.33915 2.38062 0.21438
H 2.06089 -0.84887 1.43570
H -1.85828 -0.83599 -1.25361
H 0.74250 1.05906 0.05767
H -2.15470 1.15353 -0.37011
H 1.12340 -1.09429 0.16369
H 1.68549 -2.31231 1.02328

---

Stability, descending: run Q, run P

---

Run P
17
Properties=species:S:1:pos:R:3 method="wB97M-V/def2-TZVPD" spin_multiplicity=1 homo_energy_ev=-9.4 smiles=Cc1cnc2cncnc2n1 orbital_gap_ev=8.95 lumo_ev=-0.5
N 0.02295 -1.21514 -1.14806
N -1.11200 1.98789 0.07964
N -1.87697 1.69496 -2.18348
N 0.61212 0.56228 0.96292
C -1.48420 0.46001 -2.19985
C 1.82328 -0.93888 2.19720
C 1.07164 -0.61406 0.97979
C -1.78298 2.23768 -0.95453
C -0.67115 -0.08135 -1.10801
C 0.69010 -1.62184 -0.10219
C -0.51252 0.72582 0.03988
H 0.99189 -1.61272 2.78718
H -1.60876 -0.22899 -3.00506
H 2.71723 -1.79484 2.09608
H 2.25271 -0.06845 2.87954
H 1.22751 -2.55097 -0.20445
H -2.36084 3.05859 -1.11660

---

Run Q
17
Properties=species:S:1:pos:R:3 method="wB97M-V/def2-TZVPD" spin_multiplicity=1 homo_energy_ev=-10.0 smiles=c1ccc(-c2nnn[nH]2)cc1 orbital_gap_ev=10.25 lumo_ev=0.3
N -1.81885 -0.00541 1.03365
N -3.13729 -0.00518 -0.63378
N -3.10126 0.04937 0.64258
N -1.78806 -0.03866 -1.16681
C 1.07877 -1.16660 -0.04727
C 0.40180 -0.03614 -0.01264
C 2.58355 -1.19354 0.06894
C -1.03140 -0.07431 -0.11383
C 1.10641 1.20860 -0.05736
C 2.43694 1.21723 -0.03563
C 3.21061 0.03552 -0.01830
H 0.53570 2.21286 -0.12436
H -1.21890 0.14802 2.11834
H 2.93689 -2.08382 0.09304
H 0.45695 -2.19260 -0.13244
H 4.44693 -0.20904 0.13833
H 3.04051 2.17919 0.07423

---

Run R
17
Properties=species:S:1:pos:R:3 method="wB97M-V/def2-TZVPD" spin_multiplicity=1 homo_energy_ev=-9.1 smiles="N=C=Nc1cccnc1.C#N" orbital_gap_ev=9.17 lumo_ev=0.1
N 0.55480 -0.47291 1.35149
N 2.37087 -2.01974 1.04388
N 4.04472 1.29444 -1.57261
N -2.48386 1.52216 0.81521
C -0.84284 -0.32141 -0.68781
C 1.36801 -1.37838 1.16389
C -1.96462 0.25947 -1.23907
C -0.54022 0.04462 0.68405
C -2.61768 1.16557 -0.50083
C -1.47485 0.89747 1.35321
C 3.46074 0.45084 -1.03058
H 2.76161 -0.22371 -0.83080
H -2.27004 0.02925 -2.22638
H -0.21703 -1.10681 -1.19341
H 2.43937 -2.91200 1.45364
H -3.30747 1.79037 -0.99976
H -1.28151 0.98077 2.41588

---

Stability, descending: run R, run P, run Q

---

Run P
7
Properties=species:S:1:pos:R:3 method="wB97M-V/def2-TZVPD" spin_multiplicity=1 homo_energy_ev=-3.6 smiles="C=[S@@H](=O)[O-]" orbital_gap_ev=7.72 charge=-1 lumo_ev=4.1
S 0.54398 0.00943 -0.18602
O 1.09547 1.33169 0.03468
O 1.59006 -1.22663 -0.09837
C -0.84593 -0.18100 0.82498
H -1.42607 -0.88593 0.40524
H -1.32313 0.72955 0.79931
H 0.36562 0.22290 -1.77982

---

Run Q
7
Properties=species:S:1:pos:R:3 method="wB97M-V/def2-TZVPD" spin_multiplicity=1 homo_energy_ev=-1.9 orbital_gap_ev=5.79 charge=-1 lumo_ev=3.9
S -1.68101 -0.67712 0.62730
O -2.72815 0.12968 -0.17205
O 1.69307 0.08224 0.30473
C 0.36973 0.01210 -0.19746
H 1.78903 -0.25777 1.21443
H 0.49851 -0.37201 -1.29043
H 0.05883 1.08288 -0.48653

---

Run R
7
Properties=species:S:1:pos:R:3 method="wB97M-V/def2-TZVPD" spin_multiplicity=1 homo_energy_ev=-3.1 orbital_gap_ev=7.22 charge=-1 lumo_ev=4.1
S -0.53948 -0.12527 2.25115
O -0.42800 0.90890 -1.46594
O 1.26957 -0.08263 -0.29651
C 0.36499 0.03767 -1.25420
H -1.85697 0.03879 2.15631
H 0.81384 0.00843 0.60115
H 0.37605 -0.78590 -1.99195

---

Run S
7
Properties=species:S:1:pos:R:3 method="wB97M-V/def2-TZVPD" spin_multiplicity=1 homo_energy_ev=-3.2 orbital_gap_ev=7.46 charge=-1 lumo_ev=4.3
S 0.69946 0.96584 -0.08235
O 1.86871 0.18264 -0.54339
O 0.78300 1.23696 1.60008
C -0.68834 -0.34064 -0.19389
H -0.59551 -1.01154 0.69247
H -0.28513 -1.01681 -1.14956
H -1.78219 -0.01645 -0.32335

---

Stability, descending: run R, run S, run Q, run P

---

Run P
77
Properties=species:S:1:pos:R:3 method="wB97M-V/def2-TZVPD" spin_multiplicity=1 homo_energy_ev=-10.9 orbital_gap_ev=5.58 charge=+1 lumo_ev=-5.3
Zr -2.27228 0.76062 0.21557
F -0.50604 -2.46230 -5.97030
F 2.39330 4.09138 0.38272
F 1.35228 1.36900 4.57049
F 2.99480 1.02871 3.22375
F 3.34190 1.14855 5.36180
F -6.55128 -0.80707 2.75304
F 1.61590 -2.06934 -6.07240
F -5.83559 -2.76538 2.11825
F 1.16214 2.98416 1.79809
F 0.32760 4.66118 0.73384
F -5.76312 -1.10337 0.75697
F 0.27252 -0.55216 -5.27765
O -0.33011 -2.59126 -3.23315
O -3.03470 -1.18268 -0.42827
O 2.17936 3.92052 4.93498
O -4.09035 -0.83226 -5.58878
O -3.47684 -0.36840 1.92317
O -0.80836 -0.46468 0.95214
O 1.90015 -2.59723 -3.56681
O -0.30905 1.95859 -0.26561
O -3.92566 -1.77652 3.58828
O -1.78869 0.52011 -1.80041
O 3.65824 3.52554 3.28734
O 1.33045 2.75100 -1.51949
O -4.91296 -3.10873 -4.26757
C -3.87638 -2.36135 -2.34112
C 1.10226 1.82366 -2.60167
C -4.19742 -2.30415 -3.74538
C -4.22648 -1.09579 2.54243
C -2.61838 -1.58914 4.21274
C 1.35286 -1.18510 1.80968
C 2.19176 -3.07882 -2.25826
C -5.64178 -1.45305 2.02517
C -3.14920 -1.43465 -1.71068
C 3.39651 -3.97866 -2.24463
C 2.63444 1.65813 4.34818
C 2.81603 3.18575 4.25195
C 0.31726 2.51058 -3.70100
C 0.66631 2.66907 -0.44379
C 0.51555 -1.87968 -5.35313
C 5.21604 5.06103 2.30542
C -2.14748 -2.92314 4.76829
C 1.17208 3.64187 0.64010
C 0.62902 -2.43191 -3.91274
C -2.42136 -0.38267 -2.55741
C 3.99110 4.91763 3.18484
C 0.28668 -1.28143 0.72679
C -2.78840 -0.19178 -3.82417
C -3.63866 -1.14163 -4.52505
H 3.43602 -4.44746 -1.26293
H 3.30869 -4.73346 -3.02538
H 0.72161 -1.13355 -0.27140
H 2.13093 -1.93280 1.65782
H 1.35031 -3.58501 -1.77576
H 6.07063 4.49933 2.67056
H -0.49169 3.11175 -3.25944
H -1.57699 -3.54249 4.07961
H 3.16648 5.43255 2.68902
H -2.70612 -0.89233 5.03967
H -0.19619 1.82481 -4.36955
H -1.91200 -1.27478 3.44840
H 4.96728 4.90039 1.25325
H 0.57833 0.92944 -2.27051
H -2.96750 -3.50474 5.18624
H -2.54407 0.75105 -4.29455
H 2.05479 1.50188 -3.01726
H 4.17444 5.36819 4.15713
H -4.31497 -3.13747 -1.72692
H -1.46166 -2.69327 5.58736
H -0.00195 -2.34582 0.71088
H 4.33406 -3.45434 -2.42649
H 0.87057 3.27030 -4.25209
H 5.51674 6.11272 2.24361
H 1.83052 -0.21212 1.83058
H 2.28361 -2.22217 -1.57812
H 0.87214 -1.38335 2.76968

---

Run Q
77
Properties=species:S:1:pos:R:3 method="wB97M-V/def2-TZVPD" spin_multiplicity=1 homo_energy_ev=-10.1 orbital_gap_ev=2.90 charge=+1 lumo_ev=-7.2
Zr -8.40225 -0.24492 15.03777
F -0.53965 4.13788 18.38093
F -12.15639 -2.72665 26.34958
F 1.34500 3.76931 19.45416
F -5.83464 7.82868 14.70591
F 0.22955 -3.28228 21.82285
F 0.86151 5.82055 18.93718
F -5.34561 5.79268 13.93298
F -10.24218 -2.44059 25.26052
F -12.13069 -1.60453 24.52285
F 0.52279 -2.77969 23.95102
F -1.25313 -3.79085 23.35245
F -5.43946 6.22357 16.08538
O -5.63332 -2.84646 16.56173
O 0.38138 -6.00234 22.49732
O -11.47114 -4.16234 23.17808
O -0.34684 6.15655 21.22427
O -4.39890 -1.01542 15.39172
O 1.55496 -5.17363 24.30804
O -12.73154 -4.83501 24.91300
O -1.94852 -5.78080 16.43753
O -0.94330 3.92900 21.28537
O -7.83955 4.82567 14.66612
O -8.24010 1.16961 19.01628
O -1.08803 -3.95178 14.12676
O -8.28384 7.00525 14.94574
C -11.92556 -3.96253 24.31088
C -7.59037 1.37860 20.25506
C -5.96109 6.49096 14.87156
C -13.30757 -5.95559 24.20210
C -2.55296 6.87405 21.82114
C -7.40371 6.04289 14.76252
C -1.99480 -3.67428 15.02079
C 3.49546 -6.08219 25.41255
C -4.47786 -3.19874 16.47560
C -6.45190 0.42926 20.68479
C -11.58964 -2.64980 25.16802
C -2.50342 -2.42804 14.85363
C -3.73158 -4.42610 16.68421
C -1.13913 6.47648 22.31060
C 0.34436 4.66197 19.32200
C 2.02990 -6.39492 24.90275
C -3.69969 -2.05186 15.56576
C -0.42830 4.88486 20.68502
C -9.67165 6.90933 14.86987
C 0.04785 -3.68955 23.09036
C -2.57811 -4.68008 16.01510
C -13.75476 -7.08288 25.18310
C 0.70341 -5.10411 23.27505
C -10.22487 8.24909 15.35404
H -4.13105 -5.10943 17.41899
H 1.42676 -6.50678 25.80375
H -10.03553 6.69465 13.86508
H 3.53240 -5.10410 25.89221
H -14.61410 -6.69365 25.72911
H -12.93619 -7.29766 25.87006
H -7.37186 2.44646 20.24987
H -5.96557 0.90044 21.53894
H 4.27615 -6.10065 24.65210
H -2.94705 6.02117 21.26851
H -2.12661 -1.70679 14.14355
H -1.10181 5.60426 22.96323
H -9.95660 6.10603 15.54929
H 3.69962 -6.82465 26.18403
H -11.30300 8.21897 15.51159
H -3.25920 7.07873 22.62578
H -9.96980 9.05718 14.66846
H -0.62112 7.34611 22.71498
H -6.76122 -0.58481 20.93795
H 1.89726 -7.27914 24.27932
H -5.68505 0.38594 19.91138
H -14.09901 -8.04290 24.79843
H -9.83517 8.52125 16.33494
H -12.65093 -6.40851 23.45929
H -14.23232 -5.69074 23.68948
H -2.34591 7.78214 21.25494
H -8.43836 1.40709 20.93932

---

Stability, descending: run P, run Q

---

Run P
11
Properties=species:S:1:pos:R:3 method="wB97M-V/def2-TZVPD" spin_multiplicity=1 homo_energy_ev=-9.3 smiles="O=C(P)[C@@H]1CO1" orbital_gap_ev=9.16 lumo_ev=-0.1
P 0.77049 -2.11874 -0.43323
O -1.40684 0.23717 0.93939
O 1.73126 0.44166 -0.29322
C 0.68060 -0.17287 -0.42259
C -0.96771 1.55786 0.53659
C -0.69246 0.31102 -0.28280
H -0.25011 1.89984 1.20320
H 1.60409 -2.20725 0.79881
H -1.42822 0.13101 -1.11139
H 1.90875 -2.18017 -1.20128
H -1.94985 2.10048 0.26651

---

Run Q
11
Properties=species:S:1:pos:R:3 method="wB97M-V/def2-TZVPD" spin_multiplicity=1 homo_energy_ev="-8.7 / -8.7" orbital_gap_ev="7.78 / 7.78" lumo_ev="-1.0 / -1.0"
P -0.58285 -0.08396 0.43142
O -2.74650 1.04859 2.00070
O -0.35540 -1.53852 0.56092
C 1.57204 -0.15316 -1.10780
C -2.20509 0.07031 1.51399
C 0.63800 0.78628 -0.34989
H 2.53230 0.26149 -1.33419
H 1.23793 -0.16969 -2.19004
H -2.47704 -0.93061 1.81132
H 0.83160 1.91607 -0.44224
H 1.55501 -1.20680 -0.89419

---

Stability, descending: run Q, run P